{"formula": "C4H8N2O", "method": "ωB97M-V/def2-TZVPD", "symbols": ["C", "C", "N", "C", "N", "H", "H", "H", "H", "H", "H", "C", "O", "H", "H"], "positions_angstrom": [[0.39518, 1.64532, -0.39591], [0.41729, 0.43597, 0.57502], [1.46998, -0.48420, 0.83306], [-0.79118, 0.18229, 0.90742], [-1.76467, 0.07965, 1.61633], [1.45979, 2.00136, -0.64087], [-0.06800, 2.54540, 0.05723], [-0.18638, 1.41180, -1.30667], [1.29931, -1.09231, 1.64688], [2.39142, -0.32592, 0.40443], [-2.57658, -0.51328, 1.53557], [-0.55454, -1.52994, -1.34288], [-1.66647, -1.89319, -1.08453], [-0.26576, -0.60296, -1.88006], [0.44059, -1.85999, -0.92502]], "forces_ev_per_angstrom": [[2.0, 0.6, -0.1], [1.4, 1.2, -2.0], [0.0, 0.5, -0.2], [-1.6, -1.4, 1.6], [-0.9, 0.3, 1.6], [-1.5, -0.7, 0.0], [0.1, -0.7, 0.0], [0.6, 0.2, 0.3], [0.8, 0.7, -0.9], [-1.0, -0.3, 0.9], [0.0, -0.1, -1.0], [1.6, 1.3, 0.9], [0.2, -0.4, -0.4], [-1.0, 0.0, -0.8], [-1.0, -1.1, 0.1]], "e_homo_ev": -7.35, "smiles": "CC(N)=C=N.C=O", "lumo_energy_ha": 0.0298, "homo_lumo_gap_ev": 8.16, "de_lowest_ev": 4.5565}

{"formula": "C10H20Br6Cl8", "method": "ωB97M-V/def2-TZVPD", "symbols": ["Br", "C", "C", "Br", "H", "H", "H", "H", "Br", "C", "C", "Br", "H", "H", "H", "H", "Br", "C", "C", "Br", "H", "H", "H", "H", "Cl", "C", "Cl", "H", "H", "Cl", "C", "Cl", "H", "H", "Cl", "C", "Cl", "H", "H", "Cl", "C", "Cl", "H", "H"], "positions_angstrom": [[43.81565, 28.53481, -4.85938], [43.41436, 27.17479, -3.53301], [43.48956, 25.79300, -4.11337], [41.91371, 25.40759, -5.22012], [42.42491, 27.39566, -3.14486], [44.14833, 27.30631, -2.74097], [43.45225, 25.02733, -3.34384], [44.34567, 25.65579, -4.76369], [39.10146, 24.94569, -1.90692], [37.74101, 24.56439, -3.24309], [36.90186, 23.36851, -2.86553], [35.11272, 23.54392, -3.55253], [38.29197, 24.40695, -4.17037], [37.22545, 25.50102, -3.43243], [36.84062, 23.21526, -1.79357], [37.31654, 22.46545, -3.30584], [37.42294, 30.91962, 0.88516], [37.52337, 29.16902, 1.71868], [37.91114, 28.17243, 0.66884], [38.34865, 26.48332, 1.49035], [36.57108, 28.95425, 2.19378], [38.28325, 29.24120, 2.49144], [38.83052, 28.48797, 0.18642], [37.14656, 28.00564, -0.08205], [41.08095, 20.43768, -0.45966], [40.74668, 21.83183, -1.47232], [41.83522, 21.92316, -2.85067], [39.72878, 21.78073, -1.84239], [40.84371, 22.73391, -0.88300], [42.45890, 23.51500, 1.11893], [41.75067, 25.07433, 0.75447], [42.33218, 25.72084, -0.78570], [40.67476, 24.96269, 0.67814], [42.01280, 25.77123, 1.54077], [43.62080, 29.39113, -0.42831], [42.00199, 29.80281, 0.17487], [41.37191, 28.57112, 1.26631], [42.06728, 30.74038, 0.71319], [41.35438, 29.91023, -0.68707], [44.31268, 20.39968, 2.80507], [42.64024, 20.64440, 3.29016], [42.28546, 19.82642, 4.83326], [42.41685, 21.69264, 3.44384], [41.98551, 20.23470, 2.53051]], "forces_ev_per_angstrom": [[0.0, 0.0, 0.0], [0.1, 0.1, 0.0], [-0.5, -0.2, -0.3], [0.2, 0.1, 0.0], [0.0, 0.0, 0.0], [0.0, 0.0, 0.0], [0.1, 0.0, 0.1], [0.1, 0.0, 0.1], [0.0, 0.0, -0.1], [0.5, 0.4, -0.7], [0.3, -0.2, 0.1], [-0.3, 0.0, -0.1], [0.0, -0.3, 0.1], [-0.4, -0.1, 0.5], [-0.2, 0.2, 0.0], [0.0, 0.0, 0.0], [-0.1, 0.1, 0.0], [0.0, 0.0, 0.3], [0.3, 0.2, -0.3], [-0.2, -0.3, 0.3], [-0.1, 0.0, -0.1], [0.0, 0.0, -0.1], [0.0, 0.0, -0.1], [-0.1, -0.1, 0.1], [0.0, -0.2, 0.2], [-0.3, 0.3, -0.1], [0.1, 0.1, -0.1], [0.0, -0.2, 0.0], [0.2, 0.0, 0.0], [0.2, -0.3, 0.1], [-0.2, 0.3, 0.0], [0.1, 0.0, 0.0], [0.0, 0.0, 0.0], [0.0, 0.0, 0.0], [-0.1, 0.1, 0.1], [0.3, 0.2, -0.2], [-0.1, 0.0, 0.1], [0.0, 0.0, 0.1], [-0.1, -0.1, 0.1], [0.0, 0.2, -0.1], [-0.3, -0.2, 0.3], [0.0, 0.0, -0.1], [0.3, 0.1, -0.1], [0.1, -0.1, 0.0]], "e_homo_ev": -10.07, "smiles": "BrCCBr.BrCCBr.BrCCBr.ClCCl.ClCCl.ClCCl.ClCCl", "lumo_energy_ha": 0.0047, "homo_lumo_gap_ev": 10.20, "de_lowest_ev": 0.0000}

{"formula": "C4H12", "method": "ωB97M-V/def2-TZVPD", "symbols": ["C", "C", "H", "H", "H", "H", "H", "H", "C", "C", "H", "H", "H", "H", "H", "H"], "positions_angstrom": [[1.51226, 0.97691, -0.09872], [1.55924, 2.10303, 0.95577], [0.95459, 1.26503, -0.97922], [2.52403, 0.76685, -0.44707], [1.14660, 0.06233, 0.36822], [1.04110, 1.83800, 1.87261], [1.17296, 3.03573, 0.55198], [2.59259, 2.32443, 1.24681], [-2.07905, -1.05277, -0.20921], [-1.05031, -2.08540, -0.67005], [-3.07768, -1.17626, -0.63628], [-2.17499, -1.05026, 0.88053], [-1.79936, -0.03854, -0.53655], [-0.77625, -1.91546, -1.71198], [-0.14563, -1.95798, -0.08190], [-1.40011, -3.09564, -0.50493]], "forces_ev_per_angstrom": [[0.7, 0.2, 0.6], [0.6, 0.1, -0.3], [-0.4, -0.2, 0.0], [0.0, -0.1, 0.0], [-0.2, 0.0, -0.4], [-0.3, 0.1, 0.0], [-0.2, 0.0, 0.1], [-0.1, -0.1, 0.0], [-0.1, 0.6, -0.2], [-0.1, 0.7, 0.2], [0.1, -0.4, 0.0], [0.0, 0.0, -0.1], [0.2, -0.3, 0.3], [-0.1, -0.3, 0.0], [0.2, -0.1, 0.0], [-0.1, -0.3, -0.2]], "e_homo_ev": -11.73, "smiles": "CC.CC", "lumo_energy_ha": 0.0428, "homo_lumo_gap_ev": 12.90, "de_lowest_ev": 0.1827}

{"formula": "C4H8Ag3BBr4F4", "method": "ωB97M-V/def2-TZVPD", "symbols": ["Ag", "Ag", "Ag", "B", "F", "F", "F", "F", "Br", "C", "C", "Br", "H", "H", "H", "H", "Br", "C", "C", "Br", "H", "H", "H", "H"], "positions_angstrom": [[1.07327, -2.89529, -0.26722], [4.13392, -1.73369, 1.30241], [3.02180, 1.58761, -0.84914], [1.04988, -0.20610, -0.17607], [1.65132, -0.32098, -1.47708], [0.97186, 1.10728, 0.16780], [-0.11798, -0.95491, -0.32953], [1.88826, -0.90500, 0.75276], [1.28005, -0.26962, 4.57863], [-0.22297, -0.09217, 3.31313], [-1.55919, -0.01398, 4.01387], [-1.56320, 1.47911, 5.29271], [-0.16512, -0.95220, 2.64659], [-0.04558, 0.77694, 2.68791], [-1.88131, -0.92677, 4.50425], [-2.29635, 0.20763, 3.24064], [-2.54677, -0.54750, -2.44817], [-1.14908, -0.19336, -3.77378], [-0.65314, 1.21761, -3.57261], [0.61636, 1.66525, -5.00041], [-1.53148, -0.28831, -4.79079], [-0.36728, -0.95014, -3.74821], [-0.11419, 1.28879, -2.62540], [-1.47307, 1.91980, -3.44229]], "forces_ev_per_angstrom": [[-0.6, -1.0, -0.4], [0.0, 0.1, 0.5], [0.2, 0.7, -0.5], [-1.1, -0.4, -1.8], [0.9, 0.3, 0.6], [-0.2, 0.2, 0.4], [0.0, 0.5, 1.0], [0.9, -0.2, 0.6], [-0.1, -0.1, -0.7], [0.2, -0.3, 0.1], [0.0, 0.6, -0.2], [-0.2, -0.6, -0.4], [-0.1, -0.2, 0.2], [0.1, 0.3, 0.3], [0.3, 0.0, 0.3], [-0.1, 0.2, 0.2], [0.4, -0.1, -0.4], [-0.1, 0.1, -0.8], [0.4, -0.3, 0.9], [-0.4, 0.1, 0.5], [-0.6, 0.0, 0.3], [0.1, 0.1, 0.6], [0.2, 0.0, -0.2], [0.0, 0.2, -0.8]], "e_homo_ev": -14.37, "lumo_energy_ha": -0.3805, "homo_lumo_gap_ev": 4.02, "de_lowest_ev": 1.6917, "charge": 2}

{"formula": "C12H19Cl2NO9P2Ti", "method": "ωB97M-V/def2-TZVPD", "symbols": ["Ti", "N", "C", "C", "P", "O", "O", "O", "P", "O", "O", "O", "H", "H", "H", "H", "H", "H", "H", "H", "C", "O", "C", "C", "C", "C", "C", "C", "O", "C", "O", "C", "H", "H", "H", "H", "H", "H", "H", "H", "H", "Cl", "C", "Cl", "H", "H"], "positions_angstrom": [[0.44004, 1.06929, -0.04588], [2.92971, 1.66813, 3.14855], [2.80365, 0.26438, 2.57220], [3.76060, -0.69339, 3.24822], [1.00189, -0.13552, 2.84365], [0.97985, 0.22466, 4.43050], [0.67525, -1.54053, 2.59105], [0.35450, 1.03464, 2.12290], [3.00085, 0.49694, 0.75289], [4.59347, 0.45773, 0.63832], [2.24225, -0.53284, -0.01175], [2.44936, 1.88314, 0.47582], [2.66230, 1.65939, 4.13568], [2.26937, 2.25751, 2.61715], [3.87006, 2.04625, 3.03460], [3.55174, -0.75662, 4.31767], [4.80217, -0.41020, 3.09001], [3.60500, -1.68428, 2.82330], [0.37553, -0.35328, 4.91078], [4.91586, 0.41886, -0.27149], [-3.96121, -4.12824, -0.32627], [-3.66554, -3.79838, -1.67585], [-2.83221, -2.76355, -1.89831], [-2.54367, -2.50531, -3.25604], [-1.69730, -1.48621, -3.57078], [-1.08900, -0.67412, -2.58348], [-0.12390, 0.33408, -2.92965], [0.12298, 0.78089, -4.34255], [0.57070, 0.91780, -2.07101], [-1.41564, -0.92876, -1.22506], [-0.96162, -0.20633, -0.23585], [-2.28173, -1.98762, -0.90337], [-4.60608, -5.00085, -0.36680], [-4.48397, -3.30881, 0.17108], [-3.05064, -4.36869, 0.22578], [-2.99336, -3.12999, -4.01436], [-1.47418, -1.31380, -4.61309], [-0.34216, 0.17072, -5.10720], [1.19810, 0.82833, -4.50812], [-0.26280, 1.79909, -4.42313], [-2.48417, -2.14540, 0.14481], [-0.65363, 3.12248, -0.18707], [-2.99100, 5.78577, 0.06662], [-4.19365, 4.59204, 0.01421], [-2.45422, 5.98133, -0.84550], [-2.61354, 6.05924, 1.03679]], "forces_ev_per_angstrom": [[-0.3, 0.3, 0.2], [0.0, 0.0, 0.0], [0.0, 0.0, -0.1], [0.0, 0.0, 0.0], [0.0, 0.1, -0.1], [0.0, 0.1, 0.1], [0.0, 0.0, 0.1], [-0.1, -0.4, -0.3], [-0.1, 0.1, 0.0], [0.0, -0.1, -0.1], [-0.1, 0.1, 0.1], [-0.1, 0.0, -0.1], [0.0, 0.0, 0.0], [0.0, 0.0, 0.0], [0.0, 0.0, 0.0], [0.0, 0.0, 0.0], [0.0, 0.0, 0.0], [0.0, 0.0, 0.0], [0.1, 0.0, 0.0], [0.0, 0.0, 0.0], [0.0, 0.0, 0.0], [0.0, 0.0, 0.0], [0.0, 0.0, 0.0], [0.0, 0.0, 0.0], [0.0, 0.0, 0.0], [0.1, 0.0, -0.1], [0.0, 0.0, 0.0], [0.0, 0.0, 0.0], [-0.1, 0.0, 0.1], [0.0, 0.0, 0.1], [0.4, 0.1, 0.0], [0.0, 0.0, 0.0], [0.0, 0.0, 0.0], [0.0, 0.0, 0.0], [0.0, 0.0, 0.0], [0.0, 0.0, 0.0], [0.0, 0.0, 0.0], [0.0, 0.0, 0.0], [0.0, 0.0, 0.0], [0.0, 0.0, 0.0], [0.0, 0.0, 0.0], [0.2, -0.2, 0.1], [0.0, -0.1, 0.0], [0.0, 0.1, 0.0], [0.0, 0.0, 0.0], [0.0, 0.0, 0.0]], "s2": 2.007, "e_homo_ev": [-7.56, -8.33], "lumo_energy_ha": [-0.0028, -0.0028], "homo_lumo_gap_ev": [7.49, 8.26], "de_lowest_ev": 0.5184, "multiplicity": 3}

{"formula": "C7H14N", "method": "ωB97M-V/def2-TZVPD", "symbols": ["C", "C", "C", "C", "C", "C", "C", "N", "H", "H", "H", "H", "H", "H", "H", "H", "H", "H", "H", "H", "H", "H"], "positions_angstrom": [[-1.14260, -2.08948, 1.53286], [-0.83946, -2.17065, 0.25867], [-0.77358, -0.91826, -0.56430], [-1.95476, -0.56855, -0.95353], [0.51301, -0.23700, -0.75779], [0.69086, 0.56491, 0.54129], [1.81900, 1.46604, 0.31299], [1.16062, 2.76393, -0.35134], [-1.08139, -1.16122, 2.24305], [-1.42418, -2.90431, 2.19340], [-0.77388, -3.08808, -0.36091], [-2.85131, -1.24479, -1.00577], [-2.22877, 0.37440, -1.33240], [1.25118, -0.94876, -1.10547], [0.43786, 0.47455, -1.68385], [1.02539, -0.26213, 1.34439], [-0.32455, 1.12793, 0.67051], [2.54837, 1.06756, -0.43902], [2.47542, 1.89571, 1.10022], [0.23457, 2.86105, 0.15958], [0.95748, 2.62544, -1.33218], [1.75464, 3.55317, -0.21338]], "forces_ev_per_angstrom": [[0.1, 0.8, 3.1], [0.5, -0.2, -1.3], [0.3, -2.3, 0.6], [-3.1, -0.1, -1.2], [-1.5, 1.9, -1.7], [0.3, -2.5, 0.9], [2.0, 2.6, -1.1], [-0.9, -1.7, 1.5], [-0.3, -1.2, -2.1], [0.3, -0.5, -0.5], [-0.2, 0.3, 1.0], [1.1, 0.5, 0.9], [0.2, 1.3, -1.0], [0.6, -0.1, 0.8], [-0.1, -0.9, 1.5], [-1.4, 2.2, -1.3], [1.9, -1.3, 0.7], [-0.7, 0.3, 0.5], [-1.0, -0.5, 0.1], [1.4, 0.4, -0.8], [0.0, 0.0, -0.4], [0.3, 0.9, 0.0]], "e_homo_ev": -12.57, "smiles": "C=CC(=C)CCC[NH3+]", "lumo_energy_ha": -0.1338, "homo_lumo_gap_ev": 8.93, "de_lowest_ev": 2.7113, "charge": 1}